1.
{
  "formula": "C7H10F5N2OPb",
  "method": "ωB97M-V with the def2-TZVPD basis set",
  "elements": ["C", "Pb", "N", "N", "H", "H", "H", "H", "H", "H", "H", "H", "H", "H", "F", "C", "C", "F", "C", "F", "C", "O", "C", "F", "C", "F"],
  "positions_angstrom": [[0.9904, -2.9660, 1.1009], [0.0179, -0.1475, 0.4180], [-0.6872, 2.2142, -0.2651], [-1.8730, -1.0203, -1.1574], [-0.1675, 2.5457, -1.0864], [0.5196, -2.2940, 1.8490], [1.9426, -3.3090, 1.5237], [1.2058, -2.4851, 0.1284], [0.3287, -3.8242, 0.9259], [-1.8689, -0.6143, -2.0992], [-2.7939, -0.8207, -0.7423], [-1.8138, -2.0432, -1.2624], [-1.6889, 2.2752, -0.4881], [-0.5122, 2.8869, 0.4940], [5.3849, 4.1209, -0.2083], [4.5346, 3.0929, -0.3951], [3.8557, 2.5366, 0.6916], [4.0444, 3.0331, 1.9336], [2.9528, 1.5224, 0.4744], [2.2222, 1.0535, 1.5654], [2.6380, 1.0612, -0.8166], [1.6028, 0.2714, -1.0641], [3.3946, 1.5773, -1.8877], [3.1743, 1.1114, -3.1372], [4.3079, 2.5974, -1.6796], [4.9677, 3.1409, -2.7223]],
  "mulliken_charge": [-0.85, 1.12, -0.75, -0.74, 0.28, 0.17, 0.30, 0.16, 0.32, 0.30, 0.31, 0.30, 0.30, 0.31, -0.27, 0.49, 0.09, -0.28, 0.35, -0.34, 0.35, -0.77, 0.08, -0.29, 0.33, -0.27],
  "charge": 1,
  "relative_energy_kcal_mol": 0.0,
  "lumo_ev": -3.85,
  "homo_lumo_gap_ha": 0.2823,
  "molar_mass_g_mol": 440.36
}

***

2.
{
  "formula": "C7H10F5NOTeTi",
  "method": "ωB97M-V with the def2-TZVPD basis set",
  "elements": ["C", "C", "C", "C", "C", "Ti", "N", "C", "C", "H", "H", "H", "H", "H", "H", "H", "H", "H", "H", "F", "Te", "F", "F", "F", "F", "O"],
  "positions_angstrom": [[-1.2022, 1.4202, -1.9458], [0.1769, 1.0709, -2.0294], [0.9395, 2.1291, -1.4026], [-0.0124, 3.0495, -0.8059], [-1.3177, 2.5982, -1.1360], [-0.0509, 1.1125, 0.2125], [-0.5297, -2.3753, -0.7316], [-0.5398, -3.6672, -1.1830], [0.7330, -3.0764, -0.4774], [2.0277, 2.1981, -1.3508], [0.5906, 0.2241, -2.5736], [0.2174, 3.9666, -0.2843], [-2.2316, 3.1443, -0.9418], [-2.0309, 0.9305, -2.4658], [1.5068, -2.7963, -1.1752], [-0.5656, -3.7898, -2.2680], [-1.1018, -2.2148, 0.1250], [1.0278, -3.2874, 0.5634], [-1.1708, -4.3045, -0.5667], [0.1298, -0.4560, 4.9291], [0.4724, 0.4198, 3.1997], [1.8034, -0.9064, 2.5422], [-1.2176, -0.2713, 0.7153], [-0.6642, 2.0096, 3.4967], [1.8994, 1.3275, 4.0469], [1.1104, 1.5443, 1.5070]],
  "mulliken_charge": [-0.31, -0.41, -0.49, -0.56, -0.40, 1.27, -0.22, -0.32, -0.40, 0.39, 0.40, 0.42, 0.42, 0.41, 0.17, 0.17, 0.15, 0.20, 0.25, -0.54, 1.49, -0.56, -0.71, -0.56, -0.42, -0.85],
  "charge": -1,
  "lumo_ev": [2.76, 2.76],
  "homo_lumo_gap_ha": [0.2661, 0.3011],
  "spin_multiplicity": 2,
  "molar_mass_g_mol": 394.62
}

***

3.
{
  "formula": "C7H10FN2O4PS",
  "method": "ωB97M-V with the def2-TZVPD basis set",
  "elements": ["O", "N", "O", "C", "C", "C", "C", "C", "C", "H", "H", "H", "H", "H", "N", "C", "P", "S", "O", "O", "F", "H", "H", "H", "H", "H"],
  "positions_angstrom": [[0.5933, 1.3315, 0.1146], [0.7888, 0.3103, 0.7904], [-0.1096, -0.3960, 1.2702], [2.1792, -0.0861, 1.0435], [3.2269, 0.7045, 0.5516], [4.5472, 0.3355, 0.8163], [4.8166, -0.8140, 1.5608], [3.7714, -1.6052, 2.0405], [2.4469, -1.2448, 1.7847], [3.0336, 1.6032, -0.0300], [5.3672, 0.9462, 0.4445], [5.8476, -1.0945, 1.7693], [3.9895, -2.5012, 2.6174], [1.6435, -1.8702, 2.1682], [-1.4724, -0.4734, -1.3833], [-2.1563, 0.9022, -1.2538], [-3.7147, 0.8222, -2.3559], [-5.4503, 0.1343, -1.3000], [-6.6899, 0.7860, -2.0278], [-5.6735, -1.4254, -1.3901], [-5.4680, 0.5358, 0.3804], [-2.1577, -1.1173, -0.8849], [-1.4561, -0.7804, -2.3918], [-1.4203, 1.7843, -1.5440], [-2.4676, 0.9921, -0.1156], [-4.0153, 2.2206, -2.6752]],
  "mulliken_charge": [-0.57, 0.96, -0.56, 0.08, -0.28, -0.45, -0.37, -0.45, -0.26, 0.40, 0.36, 0.36, 0.36, 0.41, -0.56, -0.47, 0.09, 0.96, -0.53, -0.51, -0.28, 0.26, 0.30, 0.32, 0.32, 0.12],
  "smiles": "O=[N+]([O-])c1ccccc1.NCPS(=O)(=O)F",
  "charge": 0,
  "lumo_ev": -0.90,
  "homo_lumo_gap_ha": 0.3376,
  "molar_mass_g_mol": 268.21
}

***

4.
{
  "formula": "C7H10FNO",
  "method": "ωB97M-V with the def2-TZVPD basis set",
  "elements": ["C", "C", "C", "C", "C", "C", "C", "N", "O", "F", "H", "H", "H", "H", "H", "H", "H", "H", "H", "H"],
  "positions_angstrom": [[3.8075, 0.4816, -0.0653], [3.0070, -0.5666, -0.1557], [1.3344, 0.5237, 0.2849], [-0.8279, 1.3606, -0.3287], [-0.6829, -0.4389, 1.4026], [-0.2121, -1.0254, -0.9035], [-0.0422, 0.1208, 0.1008], [1.9014, 1.5960, 0.2953], [3.1992, 1.6950, 0.2167], [3.2288, -1.8107, -0.5488], [4.8923, 0.6334, -0.1796], [-1.9590, 1.2329, -0.1505], [-0.5924, 2.2060, 0.4434], [-0.4609, 1.7142, -1.2234], [-1.5622, -0.9425, 1.0879], [-0.0601, -1.2450, 1.7773], [-0.9078, 0.4528, 2.1849], [-1.3087, -1.1453, -1.0379], [0.0999, -0.7725, -2.0038], [0.3032, -1.9831, -0.6429]],
  "mulliken_charge": [-0.29, 0.12, -0.36, -1.61, -1.47, -1.60, 2.19, -0.34, -0.22, -0.24, 0.41, 0.33, 0.35, 0.48, 0.43, 0.40, 0.29, 0.46, 0.31, 0.36],
  "charge": 0,
  "relative_energy_kcal_mol": 94.2,
  "lumo_ev": 0.83,
  "homo_lumo_gap_ha": 0.3726,
  "molar_mass_g_mol": 143.16
}

***

5.
{
  "formula": "C7H10N",
  "method": "ωB97M-V with the def2-TZVPD basis set",
  "elements": ["C", "C", "C", "N", "C", "C", "C", "C", "H", "H", "H", "H", "H", "H", "H", "H", "H", "H"],
  "positions_angstrom": [[3.2510, -0.0042, 0.5878], [1.7835, -0.5260, -0.0472], [0.8964, 0.3414, -0.4055], [-0.6082, -0.0402, -0.5865], [-1.0302, -0.6198, 0.4782], [-2.3776, -0.6473, 0.7634], [-2.8803, 0.1692, -0.2121], [-1.7413, 0.6226, -1.0999], [4.0476, -0.1252, -0.1370], [3.4308, -0.5485, 1.5794], [3.1910, 1.1171, 0.8359], [1.4729, -1.4586, 0.2516], [1.2096, 1.4630, -0.6990], [-0.2153, -1.2368, 0.9714], [-2.7722, -1.0541, 1.7217], [-3.8891, 0.5524, -0.5719], [-2.0648, 0.2271, -2.1485], [-1.7040, 1.7678, -1.2819]],
  "mulliken_charge": [-0.97, -0.24, -0.16, 0.24, 0.20, -0.68, -0.12, -0.54, 0.30, 0.30, 0.33, 0.43, 0.25, 0.22, 0.40, 0.38, 0.31, 0.36],
  "smiles": "C/C=C/[N+]1=CC=CC1",
  "charge": 1,
  "relative_energy_kcal_mol": 58.4,
  "lumo_ev": -4.98,
  "homo_lumo_gap_ha": 0.3374,
  "molar_mass_g_mol": 108.16
}

***

6.
{
  "formula": "C7H10N2",
  "method": "ωB97M-V with the def2-TZVPD basis set",
  "elements": ["C", "C", "C", "C", "C", "C", "C", "H", "H", "H", "H", "H", "H", "H", "H", "H", "H", "N", "N"],
  "positions_angstrom": [[-3.3205, -0.2471, -0.0002], [-1.2535, 0.4734, -0.0440], [-0.1498, 1.5187, -0.0024], [1.1448, 1.3798, -0.0573], [3.0903, -0.1535, 0.1005], [0.7285, -1.0859, -0.0771], [-0.5602, -0.8932, 0.0403], [-3.0522, -0.9030, -0.8491], [-3.2164, -1.2823, 1.1052], [-4.2848, -0.0234, -0.0663], [-0.7557, 2.6660, 0.2284], [1.8689, 2.0385, -0.2021], [3.5408, 0.8855, -0.2666], [3.6759, -0.1872, 1.1028], [3.1191, -1.1391, -0.6915], [1.4511, -2.0628, -0.1925], [-1.2073, -1.8964, -0.0516], [-2.4333, 0.8183, -0.0031], [1.6142, 0.0936, -0.0734]],
  "mulliken_charge": [-0.81, 0.95, -0.71, 0.15, -0.81, -0.12, -0.51, 0.27, 0.13, 0.36, 0.13, 0.48, 0.22, 0.21, 0.31, 0.16, 0.15, -0.61, 0.04],
  "charge": 0,
  "relative_energy_kcal_mol": 147.9,
  "lumo_ev": 0.67,
  "homo_lumo_gap_ha": 0.3112,
  "molar_mass_g_mol": 122.17
}

***

7.
{
  "formula": "C7H10N2",
  "method": "ωB97M-V with the def2-TZVPD basis set",
  "elements": ["C", "C", "C", "C", "C", "C", "C", "H", "H", "H", "H", "H", "H", "H", "H", "H", "H", "N", "N"],
  "positions_angstrom": [[2.2921, 0.1537, -0.0047], [1.4851, -1.0582, 0.0421], [-1.1045, -1.0229, -0.0006], [-1.9417, 0.0040, -0.8181], [-1.2353, 1.0192, 0.1484], [-1.2239, -0.2122, 1.1394], [0.1812, 0.7436, -0.3349], [3.0326, -0.0285, 0.7652], [2.6119, 0.0915, -0.9458], [1.8510, -1.8123, -0.5386], [1.1516, -1.5284, 1.1249], [-1.3698, -2.0665, 0.0517], [-1.8005, 0.0695, -1.8761], [-3.1841, -0.0092, -0.7497], [-1.6422, 2.0485, 0.6228], [-0.4066, -0.0010, 1.8083], [-2.0977, -0.2948, 1.7944], [0.3085, -0.4908, -0.5316], [1.2823, 1.3148, 0.0907]],
  "mulliken_charge": [-0.59, -0.53, -0.45, -0.51, -0.26, -0.74, 0.56, 0.36, 0.38, 0.35, 0.27, 0.41, 0.36, 0.23, 0.35, 0.39, 0.37, -0.17, -0.78],
  "charge": 0,
  "relative_energy_kcal_mol": 122.3,
  "lumo_ev": 0.96,
  "homo_lumo_gap_ha": 0.3432,
  "molar_mass_g_mol": 122.17
}

***

8.
{
  "formula": "C7H10N2",
  "method": "ωB97M-V with the def2-TZVPD basis set",
  "elements": ["C", "C", "C", "C", "C", "C", "N", "C", "N", "H", "H", "H", "H", "H", "H", "H", "H", "H", "H"],
  "positions_angstrom": [[1.4601, 0.4386, -1.0401], [1.3545, 0.5777, 0.3893], [-1.1518, 1.3410, 0.3495], [-0.4197, -0.8417, -0.7990], [-0.2731, 0.1018, 0.5180], [-0.4897, -0.7371, 1.6342], [-1.3639, -0.8215, -1.6635], [0.3219, -2.0945, -0.7001], [0.9465, -3.0602, -0.6355], [-1.8594, 0.0683, -1.6656], [1.0505, 1.1991, -1.6894], [2.0951, -0.3039, -1.5000], [1.9769, -0.1219, 0.9392], [1.4576, 1.5783, 0.8070], [-0.8779, 1.9077, -0.5432], [-1.0355, 1.9812, 1.2232], [-2.2031, 1.0620, 0.2788], [-1.0863, -1.6363, 1.5600], [0.0974, -0.6385, 2.5375]],
  "mulliken_charge": [-0.82, -0.64, -1.63, 0.44, 1.51, -1.20, -0.82, 0.04, -0.49, 0.27, 0.31, 0.42, 0.32, 0.39, 0.35, 0.41, 0.46, 0.38, 0.30],
  "charge": 0,
  "relative_energy_kcal_mol": 124.5,
  "lumo_ev": [-0.57, -0.37],
  "homo_lumo_gap_ha": [0.2984, 0.2909],
  "molar_mass_g_mol": 122.17
}

***

9.
{
  "formula": "C7H10N2O",
  "method": "ωB97M-V with the def2-TZVPD basis set",
  "elements": ["C", "C", "C", "C", "C", "C", "C", "H", "H", "H", "H", "H", "H", "H", "H", "H", "H", "N", "N", "O"],
  "positions_angstrom": [[3.3956, -0.0408, -0.0651], [4.1994, 1.0972, 0.3663], [-2.2061, -1.1342, -0.6232], [-3.1055, -1.1288, 0.4781], [-3.5951, 0.0464, 1.0905], [-3.0242, 1.2113, 0.5191], [-2.2520, 1.0418, -0.6882], [3.2153, -1.8849, 0.4266], [4.5608, -1.0801, 1.2863], [4.9552, 1.6643, -0.6480], [5.1157, 0.7432, 1.0882], [3.5178, 2.0397, 0.8072], [-1.6583, -1.9795, -1.0453], [-3.4778, -2.1710, 0.8473], [-4.5652, 0.2470, 1.7685], [-3.7503, 2.2066, 0.6110], [-1.8650, 2.0379, -0.9938], [3.9657, -1.2187, 0.3024], [-1.8378, -0.0621, -1.1972], [2.3230, 0.0732, -0.5437]],
  "mulliken_charge": [0.59, -0.79, -0.21, -0.26, -0.10, -0.31, 0.00, 0.27, 0.30, 0.22, 0.25, 0.25, 0.39, 0.23, 0.25, 0.21, 0.31, -0.56, -0.52, -0.54],
  "charge": 0,
  "relative_energy_kcal_mol": 100.1,
  "lumo_ev": 0.69,
  "homo_lumo_gap_ha": 0.3646,
  "molar_mass_g_mol": 138.17
}

***

10.
{
  "formula": "C7H10N2O2",
  "method": "ωB97M-V with the def2-TZVPD basis set",
  "elements": ["C", "C", "C", "C", "N", "C", "C", "N", "H", "H", "H", "H", "H", "H", "H", "H", "H", "H", "O", "C", "O"],
  "positions_angstrom": [[0.7855, -0.6113, -2.1590], [0.2711, -0.5271, -0.7634], [0.7165, 0.4293, 0.0245], [1.5879, 1.5451, 0.3999], [2.7742, 1.3804, 0.9735], [-0.7952, -1.5107, -0.3953], [-1.2033, -1.6186, 0.8307], [-0.7828, -0.8184, 1.9062], [1.5983, 0.1388, -2.2414], [0.1102, -0.0704, -2.6932], [0.9547, -1.5459, -2.5708], [1.2217, 2.6134, 0.2715], [3.1537, 0.4241, 1.2245], [2.8693, 2.0745, 1.6127], [-1.3771, -1.9203, -1.2298], [-2.1040, -2.0805, 1.0794], [0.1893, -0.5900, 1.6928], [-1.0424, -1.0341, 2.8644], [-3.5727, 0.9762, -1.2120], [-2.9684, 1.1928, -0.2614], [-2.3865, 1.5526, 0.6462]],
  "mulliken_charge": [-1.77, 1.80, -0.84, -0.51, -0.44, -0.77, -0.21, -0.34, 0.37, 0.44, 0.45, 0.26, 0.27, 0.21, 0.31, 0.44, 0.11, 0.22, -0.39, 0.71, -0.32],
  "smiles": "CC(=C=CN)/C=C\\N.O=C=O",
  "charge": 0,
  "relative_energy_kcal_mol": 85.5,
  "lumo_ev": 0.77,
  "homo_lumo_gap_ha": 0.3011,
  "molar_mass_g_mol": 154.17
}

***

11.
{
  "formula": "C7H10N2O2S",
  "method": "ωB97M-V with the def2-TZVPD basis set",
  "elements": ["N", "C", "C", "N", "C", "C", "C", "C", "S", "C", "O", "O", "H", "H", "H", "H", "H", "H", "H", "H", "H", "H"],
  "positions_angstrom": [[2.3055, 1.9676, 1.7414], [1.9137, 0.9498, 1.3580], [1.6397, -0.3606, 0.8727], [2.8438, -1.1831, 1.2606], [1.3592, -0.1811, -0.5934], [0.4045, -0.7365, -1.3192], [-1.0349, -1.2252, -0.8983], [-1.6947, -0.1221, -0.1309], [-1.8489, -0.1581, 1.7467], [-2.0213, 1.0844, -0.6551], [-2.1774, 1.1465, -2.0295], [-2.3885, 2.2363, -0.0416], [0.8917, -0.8856, 1.4724], [3.3687, -0.7833, 2.1339], [3.5287, -1.2074, 0.5420], [2.1907, 0.0897, -1.1337], [0.5387, -0.5870, -2.3363], [-1.5802, -1.3703, -1.8338], [-1.0205, -2.2444, -0.3904], [-2.9197, -0.9288, 1.7463], [-2.5971, 2.0926, -2.1275], [-1.7017, 2.4066, 0.6158]],
  "mulliken_charge": [-0.52, 0.14, 0.90, -0.73, -0.59, -0.66, -0.75, -0.06, -0.18, 0.50, -0.50, -0.56, 0.05, 0.28, 0.26, 0.47, 0.39, 0.32, 0.35, 0.15, 0.36, 0.36],
  "smiles": "N#C[C@H](N)/C=C\\CC(S)=C(O)O",
  "charge": 0,
  "relative_energy_kcal_mol": 82.9,
  "lumo_ev": 0.47,
  "homo_lumo_gap_ha": 0.3359,
  "molar_mass_g_mol": 186.24
}

***

12.
{
  "formula": "C7H10N3",
  "method": "ωB97M-V with the def2-TZVPD basis set",
  "elements": ["C", "C", "C", "C", "C", "N", "N", "C", "C", "N", "H", "H", "H", "H", "H", "H", "H", "H", "H", "H"],
  "positions_angstrom": [[-1.8667, 0.1924, 2.1661], [-0.6694, 0.2643, 1.3894], [0.0236, 1.4833, 1.1386], [-0.1691, -1.0340, 0.9891], [0.4181, -1.5446, -0.0924], [0.6261, -0.8510, -1.2599], [1.3773, -1.4012, -2.1399], [1.6267, -0.3940, -3.0550], [0.8850, 0.6648, -2.5955], [0.3061, 0.3926, -1.4586], [-1.8342, -0.3369, 3.1595], [-2.4507, -0.5912, 1.6289], [-2.3338, 1.1599, 2.2875], [0.1831, 1.4609, 0.0001], [0.9714, 1.4658, 1.5956], [-0.5340, 2.2974, 1.4225], [-0.4435, -1.7403, 1.7105], [0.7538, -2.5962, -0.1127], [2.2868, -0.6247, -3.7897], [0.8434, 1.7330, -2.9842]],
  "mulliken_charge": [-1.42, 1.15, -1.05, -0.76, 0.11, 1.10, -1.02, -0.28, -0.28, -0.71, 0.38, 0.43, 0.38, 0.43, 0.38, 0.43, 0.46, 0.40, 0.50, 0.37],
  "smiles": "CC(C)=CC=[N+]1N=CC=N1",
  "charge": 1,
  "relative_energy_kcal_mol": 90.4,
  "lumo_ev": -6.07,
  "homo_lumo_gap_ha": 0.2883,
  "molar_mass_g_mol": 136.18
}